Density functional theory data (ωB97M-V with the def2-TZVPD basis set) for a structure of composition C8H18N2.

The geometry in XYZ format:
```
28
Properties=species:S:1:pos:R:3
C 1.3026 2.0444 0.7327
H 1.7283 2.8889 0.0543
H 0.7252 2.4786 1.3907
H 2.1789 1.5814 1.1042
C 0.5653 0.8537 -0.4034
N -0.2012 -0.0568 0.6106
C -1.3963 -0.6774 0.0759
H -1.5194 -1.5140 0.2218
H -1.2323 -0.6623 -1.2688
C -2.5084 0.2742 0.1316
N -3.7508 -0.0726 -0.5160
H -4.6213 0.3982 -0.4990
H -3.8660 -1.3714 -0.2597
H -2.3686 1.4002 -0.2520
H -2.6966 0.4283 1.0991
C 0.6963 -0.9633 1.2701
C 1.6860 -1.8067 0.1675
C 2.4118 -0.6556 -0.5795
C 1.5990 0.5174 -1.3530
H 2.0264 1.2537 -1.6633
H 0.8536 -0.1018 -2.1438
H 3.0205 -0.0003 0.1733
H 3.0393 -0.9667 -1.3850
H 2.2560 -2.2926 0.7951
H 1.0189 -2.0431 -0.8154
H 1.4883 -0.3728 1.8432
H 0.1921 -1.8422 1.7119
H -0.2014 1.7389 -0.8272
```

Summary:
Relative energy (zero: lowest compared OMol25 entry of this formula, charge and spin) = 1006.1 kJ/mol
Spin multiplicity = 1
Calculated total energy = -424.74773 hartree
Max |F| = 0.376 hartree/bohr
LUMO level = 0.9 eV

Density functional theory data (ωB97M-V with the def2-TZVPD basis set) for the molecule C8H18N2O.

The geometry in XYZ format:
```
29
Properties=species:S:1:pos:R:3
C -1.2599 -0.2270 1.8489
C -0.1074 -1.2315 1.7906
C 1.2974 -0.6354 2.1537
C 2.2251 -0.3066 0.9881
N 1.7443 0.6497 -0.0164
C 1.3976 0.3659 -1.3206
C -0.0589 -0.0438 -1.7631
C -1.2317 0.8848 -1.5648
C -2.5531 0.1754 -2.2672
N 1.1004 1.8745 0.5281
O 1.4904 2.0460 1.6461
H -0.7849 0.6316 1.1573
H -1.2847 -0.1380 2.9581
H -2.3226 -0.4537 1.5506
H -0.5768 -2.0821 2.4448
H 0.0164 -1.7836 0.9679
H 1.7866 -1.5623 2.5752
H 1.2020 0.1184 2.8371
H 2.0789 -1.2818 0.3098
H 3.2508 -0.2154 1.1634
H 1.6458 1.3879 -1.7071
H 1.9922 -0.2737 -2.1415
H 0.0711 -0.4088 -2.8460
H -0.1466 -1.0181 -1.1871
H -0.8359 1.7804 -2.1630
H -1.4012 1.4178 -0.4364
H -2.5284 -0.5013 -3.2576
H -3.1454 1.1733 -2.7561
H -3.0615 -0.3426 -1.4931
```

Summary:
Relative energy (zero: lowest compared OMol25 entry of this formula, charge and spin) = 673.2 kJ/mol
Spin multiplicity = 1
Calculated total energy = -500.10699 hartree
Max |F| = 0.115 hartree/bohr
LUMO level = 0.5 eV
SMILES = CCCCN(CCCC)N=O

Density functional theory data (ωB97M-V with the def2-TZVPD basis set) for a cluster of 4 separate species, C8H18N2O2S2 in total.

The geometry in XYZ format:
```
32
Properties=species:S:1:pos:R:3
C 0.9411 -3.4991 -1.4788
C 2.3015 -3.3278 -2.0000
N 3.3487 -3.1836 -2.4475
H 0.4051 -2.5620 -1.5782
H 0.9470 -3.8585 -0.4528
H 0.4530 -4.2772 -2.0660
C -1.7583 1.0235 4.9880
C -2.9383 0.9878 4.1296
N -3.8646 0.9586 3.4551
H -1.9853 0.4382 5.8759
H -1.5838 2.0838 5.1677
H -0.9132 0.5894 4.4589
C 1.5444 -0.6353 0.1718
S 1.2207 0.8298 1.1968
O -0.2323 1.1914 1.1196
C 1.6241 0.0644 2.8130
H 1.1973 -0.4462 -0.8445
H 0.9805 -1.5026 0.5097
H 2.6183 -0.7987 0.0924
H 2.6443 -0.3166 2.8027
H 0.9395 -0.7227 3.1372
H 1.5571 0.8204 3.5964
C -2.0379 1.1645 -4.0542
S -0.8493 2.5336 -3.7600
O -1.5442 3.5760 -2.9369
C 0.2150 1.6530 -2.5863
H -2.8101 1.5094 -4.7348
H -2.4641 0.8598 -3.0985
H -1.5004 0.3130 -4.4733
H -0.2296 1.4601 -1.6094
H 1.0670 2.3203 -2.4235
H 0.7066 0.7535 -2.9700
```

Summary:
Spin multiplicity = 1
Calculated total energy = -1371.87776 hartree
Max |F| = 0.021 hartree/bohr
LUMO level = 0.2 eV

Density functional theory data (ωB97M-V with the def2-TZVPD basis set) for the ion C8H18NO with charge +1.

The geometry in XYZ format:
```
28
Properties=species:S:1:pos:R:3
C -1.7869 2.2759 1.5172
C -2.7146 1.1207 0.7542
C -2.5527 -0.3820 1.3815
C -1.2766 -1.2460 0.8068
C 0.0944 -0.3823 0.5728
N 1.3412 -1.1963 0.3210
C 1.6081 -1.2412 -1.1663
C 2.8529 -0.0102 -1.5063
C 3.2494 0.1443 -3.1896
O 4.2110 -0.5569 -2.0545
H -0.8109 2.3785 0.8375
H -1.4338 1.8247 2.5365
H -2.3113 3.3194 1.5884
H -3.8395 1.4652 0.9567
H -2.5708 1.1382 -0.4200
H -3.5262 -0.9876 1.0483
H -2.6083 -0.3201 2.5531
H -1.0630 -2.0841 1.6299
H -1.5998 -1.7953 -0.1964
H -0.1429 0.4298 -0.2461
H 0.2813 0.2299 1.5798
H 1.1727 -2.1657 0.6831
H 2.1222 -0.7229 0.8677
H 0.7495 -0.8232 -1.8421
H 2.1117 -2.2231 -1.5546
H 2.8364 1.0364 -0.8148
H 2.3601 -0.5436 -3.5133
H 3.2462 1.3174 -3.1306
```

Summary:
Relative energy (zero: lowest compared OMol25 entry of this formula, charge and spin) = 722.6 kJ/mol
Spin multiplicity = 1
Total charge = +1
Calculated total energy = -445.07286 hartree
Max |F| = 0.139 hartree/bohr
LUMO level = -3.3 eV
SMILES = CCCCC[NH2+]C[C@@H]1CO1

Density functional theory data (ωB97M-V with the def2-TZVPD basis set) for a cluster of 2 separate species, C8H18NO2S in total.

The geometry in XYZ format:
```
30
Properties=species:S:1:pos:R:3
C -0.7777 3.2975 -0.2886
C 0.7258 3.3510 0.0034
C -1.4688 2.3074 0.5979
C 1.4470 2.0539 -0.4864
C -1.4577 0.9763 -0.0741
C -0.4351 -3.9523 1.1225
C 0.3680 -3.4947 -1.1504
C 0.5441 -4.0471 0.0960
N 1.2709 0.8230 0.4457
O -0.0227 -1.0520 1.1909
O 0.2539 -0.7846 -1.1556
S -0.0180 -0.0789 0.1141
H -1.2061 4.2614 -0.0891
H -1.0146 3.1943 -1.3168
H 1.1072 4.1055 -0.5996
H 0.6931 3.5921 1.0676
H -0.8900 2.1429 1.6155
H -2.5272 2.6098 0.8742
H 1.1360 1.8176 -1.4746
H 2.4594 2.0839 -0.4167
H -2.1588 0.2998 0.2857
H -1.7557 0.9182 -1.1369
H -0.3047 -2.8928 1.5918
H -0.3438 -4.6754 1.9971
H -1.3939 -4.0083 0.5515
H 0.3641 -2.3513 -0.9500
H -0.7608 -3.4464 -1.5146
H 1.1226 -3.8209 -1.8499
H 1.4556 -4.4494 0.3205
H 1.3632 1.0360 1.4380
```

Summary:
Relative energy (zero: lowest compared OMol25 entry of this formula, charge and spin) = 159.8 kJ/mol
Spin multiplicity = 1
Total charge = +1
Calculated total energy = -918.66704 hartree
Max |F| = 0.076 hartree/bohr
LUMO level = -4.8 eV

Density functional theory data (ωB97M-V with the def2-TZVPD basis set) for a cluster of 2 separate species, C8H18NO5P in total.

The geometry in XYZ format:
```
33
Properties=species:S:1:pos:R:3
O 2.4276 -4.2599 -1.1203
N 2.7728 -4.3174 0.0051
O 3.9911 -3.7116 0.2483
C 4.2079 -2.4807 -0.4675
P 2.8018 -1.1705 -0.2868
C 1.3672 0.0657 -0.1590
C 0.0962 -0.5954 -0.7606
C -0.5164 -1.6110 0.1985
O -1.6683 -2.2161 -0.4121
H 4.4425 -2.6368 -1.5220
H 5.1123 -2.0611 -0.0337
H 2.2292 -1.9208 0.7838
H 3.7652 -0.1886 0.0784
H 2.5174 -1.3118 -1.6796
H 1.1305 0.3040 0.8783
H 1.5521 0.9593 -0.7508
H 0.3439 -1.1566 -1.6687
H -0.6445 0.1503 -1.0211
H -0.8195 -1.1340 1.1261
H 0.1747 -2.4260 0.4152
H -1.3192 -2.7011 -1.1743
O -0.4929 2.5109 -0.5162
C -1.5185 2.6351 0.0857
C -2.8904 2.9235 -0.4881
C -3.6801 3.3512 0.7465
C -2.9738 2.5809 1.8529
O -1.6017 2.4856 1.4295
H -3.2830 2.0054 -0.9287
H -2.8349 3.7047 -1.2406
H -4.7459 3.1394 0.6898
H -3.5591 4.4237 0.9063
H -3.3689 1.5699 1.9728
H -3.0151 3.0897 2.8129
```

Summary:
Spin multiplicity = 1
Calculated total energy = -1087.73003 hartree
Max |F| = 0.028 hartree/bohr
LUMO level = 0.3 eV
SMILES = O=NOC[PH3]CCCO.O=C1CCCO1

Density functional theory data (ωB97M-V with the def2-TZVPD basis set) for a cluster of 2 separate species, C8H18O2Si in total.

The geometry in XYZ format:
```
29
Properties=species:S:1:pos:R:3
C 0.4748 3.1795 1.3723
C -0.1025 1.7484 1.0090
C -1.0182 1.9178 -0.2816
C -0.9561 1.1410 2.0137
C 1.0496 0.7382 0.6808
C 1.8186 0.4580 1.6862
O 2.1115 -0.3115 2.5546
H 0.7494 3.1957 2.5548
H -0.2526 3.8618 1.3322
H 1.2822 3.4607 0.7316
H -0.5089 1.4175 -0.9868
H -1.1586 3.0132 -0.4166
H -1.8797 1.3710 -0.0901
H -0.4014 0.5378 2.7751
H -1.6813 1.7415 2.5379
H -1.6918 0.4051 1.5968
H 1.3232 0.7391 -0.4021
C 1.3569 -1.5812 -2.6799
Si -0.2806 -1.9932 -1.6796
C -1.0160 -3.6428 -1.1012
O 0.1172 -1.5757 -0.1885
H 2.0182 -1.2622 -1.8835
H 1.7258 -2.5318 -3.1544
H 1.1474 -0.7983 -3.4201
H -1.2382 -0.9398 -2.2622
H -0.1644 -4.3378 -0.8307
H -1.4909 -3.4097 -0.1394
H -1.5469 -4.2958 -1.7665
H 0.2134 -2.2464 0.4379
```

Summary:
Relative energy (zero: lowest compared OMol25 entry of this formula, charge and spin) = 539.5 kJ/mol
Spin multiplicity = 1
Calculated total energy = -755.49671 hartree
Max |F| = 0.109 hartree/bohr
LUMO level = 0.6 eV
SMILES = CC(C)(C)C=C=O.C[SiH](C)O